Record 1
{
  "formula": "C45H51BiF6N6O8PS5",
  "method": "wB97M-V/def2-TZVPD",
  "elements": ["N", "H", "C", "C", "O", "C", "C", "H", "C", "N", "H", "C", "H", "C", "H", "H", "H", "O", "H", "H", "O", "C", "N", "F", "H", "C", "C", "H", "H", "H", "H", "C", "F", "H", "H", "C", "O", "C", "H", "H", "C", "C", "S", "H", "H", "C", "H", "C", "C", "C", "C", "C", "O", "H", "C", "H", "H", "H", "C", "O", "Bi", "C", "H", "C", "C", "H", "N", "C", "F", "C", "H", "C", "H", "H", "S", "N", "H", "C", "P", "C", "H", "H", "H", "S", "H", "H", "O", "C", "H", "F", "C", "S", "C", "H", "C", "H", "C", "C", "C", "C", "H", "H", "F", "S", "H", "H", "H", "C", "H", "N", "H", "C", "H", "C", "F", "H", "C", "C", "H", "C", "H", "H", "O"],
  "coordinates": [[-1.5569, -1.1755, 1.5507], [0.2742, 6.7840, -1.5217], [3.1224, 3.7528, -3.4126], [0.7391, -0.5776, 3.4395], [4.8966, 0.4139, -1.9334], [5.6039, -2.2279, 0.9672], [3.1332, 4.9143, -1.1962], [5.0387, 1.7400, 1.5495], [-1.6196, 6.0631, -2.2620], [0.0089, -1.9813, -0.8647], [1.1285, -4.7571, -2.2292], [0.9307, -0.2850, 4.7807], [-3.4806, -3.2354, 4.1923], [1.7696, 2.6872, 1.8530], [0.8389, -1.0671, 5.5253], [-3.6999, 2.5285, 3.0550], [-6.1470, -1.2913, 1.3833], [-1.3571, 4.6754, -2.5217], [2.5166, 5.2063, -0.3410], [3.4022, 5.8265, -1.7318], [-1.2670, 3.4323, 2.8959], [3.0571, -0.7888, -3.3803], [4.0876, -1.8498, -1.2254], [5.4911, -2.2326, 2.3012], [0.4878, -1.6011, 3.1843], [-6.0124, -0.5804, 0.5769], [3.9864, 1.5433, 1.7203], [-0.6807, 5.8959, -0.3255], [3.4564, 3.3600, 0.9614], [-1.1353, -3.7846, -3.3855], [1.5828, 3.0055, 4.4795], [-0.9197, -2.2115, -1.8560], [6.1350, -1.0551, 0.6057], [4.0728, 3.2636, -3.1880], [1.2572, 1.2860, 6.2179], [-5.1359, 5.7058, 0.4469], [3.8297, -3.9027, 0.0919], [-0.5884, -3.3670, -2.5542], [-5.0542, 4.7557, -1.4740], [-5.5032, 1.9217, -2.3046], [-6.3040, 6.5832, 0.0845], [-3.1619, -1.2729, 3.3612], [-1.5494, 3.0939, 1.5162], [-3.3318, 0.6831, -2.7836], [-1.8288, -4.3177, 2.6657], [1.3207, 1.6438, 2.8351], [3.2674, 4.5591, 3.0429], [-2.9325, -2.6622, 3.4534], [-4.7637, -0.4447, -0.0165], [-0.7346, 6.6077, -1.1493], [-4.6194, 4.8059, -0.4819], [-7.0809, 0.1873, 0.1403], [-0.5415, 3.4052, 0.5335], [-2.8025, 1.6405, -1.4288], [-4.2614, 0.7283, 4.0697], [4.0657, 4.4435, -0.8676], [-7.7231, 1.6844, -1.2590], [1.4758, 2.4349, 0.8379], [-4.5452, 5.7735, 1.7040], [2.6172, 0.2740, -1.0342], [-0.1229, 0.1600, 0.1557], [0.8687, 0.3759, 2.4247], [-6.1090, 7.1234, -0.8430], [1.2019, 1.0200, 5.1699], [-3.2105, 0.6683, -1.6956], [-8.0570, 0.0755, 0.5956], [-2.2177, -0.3085, -1.2936], [-4.0862, -0.6181, 4.2019], [3.2266, 0.2760, -4.1560], [-3.5473, 3.9903, -0.1690], [2.5542, 3.1121, -4.0849], [-1.9853, -1.2857, -2.0881], [-3.9379, -1.0602, 0.3126], [-2.2207, 6.5624, -4.2819], [-0.2406, 2.0237, -2.8014], [-1.8503, 1.5311, 1.3336], [-4.6369, -1.1961, 4.9332], [0.5726, -3.8750, -1.9558], [-0.0915, 3.9539, -3.2124], [-2.4332, -0.5425, 2.3932], [4.8703, 3.8259, 2.7645], [-3.0136, 4.9951, 3.0113], [-2.6486, 6.0399, -1.9012], [3.7274, -0.3866, -1.6979], [-4.9211, 6.4825, 2.4326], [3.8351, 0.9887, 2.6432], [1.1030, 4.6256, -2.3199], [-2.6107, 0.8711, 2.2836], [-0.5493, 6.9511, -3.9120], [6.4531, -3.1869, 0.6178], [-2.9910, 4.0506, 1.0993], [0.1254, 4.4728, -5.0961], [-1.3610, -2.4680, 1.6784], [1.7454, -3.0484, -0.2565], [2.3596, 3.9853, -2.1211], [-0.6480, -2.9175, 1.0018], [-5.6443, 1.2223, -1.4868], [3.8174, 3.6252, 2.9512], [0.9101, -2.9867, -0.9417], [-3.4774, 4.9525, 2.0357], [-3.1239, 3.3394, -0.9179], [-1.8545, 7.9552, -3.2325], [1.7687, -1.0795, -3.3119], [3.9318, -2.4797, 0.1953], [2.1864, 3.0137, -1.6405], [-4.9724, 1.2452, 4.7020], [-1.1518, 7.5516, -0.7895], [-2.0357, -3.2578, 2.6228], [-6.5089, 7.3108, 0.8691], [3.2785, 2.8374, 1.8203], [1.3804, 3.6782, 2.0817], [1.3991, 1.9755, 4.1912], [3.7099, 3.0404, 3.8599], [-6.8928, 1.0878, -0.9015], [3.7111, -1.8180, -3.9169], [3.5631, 0.9817, 0.9006], [-1.5582, 6.9381, -3.5027], [-4.5600, 0.4683, -1.0431], [3.3009, 4.7031, -3.9193], [-3.5327, 1.4653, 3.1263], [-2.5805, -1.4201, -2.9959], [-7.2039, 5.9838, -0.0667], [3.0254, -1.7853, 1.0724]],
  "forces_ev_per_a": [[-0.0286, 0.0563, 0.3668], [-0.0021, 0.0139, 0.0442], [-0.0533, -0.0768, -0.0011], [-0.0537, -0.0856, -0.0933], [-0.0340, -0.0224, 0.1478], [-0.0624, 0.1070, -0.0045], [-0.0621, -0.0300, 0.0410], [0.1393, -0.0195, -0.0350], [0.1531, 0.0714, -0.0440], [0.1386, 0.1238, 0.0941], [-0.0029, -0.0053, -0.0051], [0.0100, 0.0399, 0.0316], [0.0009, 0.0038, 0.0055], [-0.3488, -0.1647, 0.0251], [-0.0423, -0.0041, -0.0041], [-0.0320, -0.0144, 0.0561], [0.0066, -0.0009, 0.0036], [-0.1317, -0.0686, 0.1343], [0.0124, -0.0746, 0.0634], [-0.0017, 0.0295, 0.0258], [0.0469, 0.0516, -0.0715], [0.0772, 0.0429, 0.1187], [-0.0777, 0.2290, 0.1433], [0.0139, -0.0398, 0.0486], [-0.0288, 0.0176, -0.0145], [-0.0137, 0.0156, 0.0027], [0.0530, -0.3180, 0.0023], [-0.0123, -0.0070, 0.0168], [0.0511, 0.0246, -0.0612], [-0.0033, 0.0374, -0.0265], [-0.0036, -0.0144, 0.0071], [-0.0071, 0.1241, -0.0634], [-0.0618, 0.1648, 0.0525], [0.0330, 0.0066, 0.0043], [0.0170, 0.0028, 0.0019], [-0.0123, 0.0135, 0.0219], [0.0585, -0.0949, 0.0910], [-0.0303, -0.1133, 0.0395], [0.0165, -0.0119, -0.0093], [0.0063, 0.0094, 0.0121], [0.0543, -0.0266, 0.0114], [-0.0034, 0.0142, -0.0561], [-0.0211, -0.0606, 0.1998], [0.0279, -0.0272, -0.0164], [0.0089, 0.0028, -0.0096], [-0.0988, -0.1429, 0.1518], [-0.0039, -0.0105, -0.0369], [-0.0271, 0.0072, 0.0062], [0.0104, -0.0267, -0.0122], [-0.0070, -0.0397, -0.0329], [-0.0453, -0.0240, -0.0085], [0.0075, -0.0187, -0.0196], [-0.0358, 0.0369, -0.1662], [-0.0260, 0.0073, -0.0579], [-0.0312, -0.0163, 0.0074], [0.0317, -0.0305, 0.0143], [-0.0008, 0.0012, -0.0096], [0.1455, 0.1051, -0.0630], [-0.0299, 0.0129, -0.0083], [0.1820, -0.2125, 0.3252], [-0.0838, 0.3836, -0.1341], [0.3687, 0.1207, -0.1952], [-0.0153, 0.0072, -0.0016], [0.0083, -0.0164, 0.0115], [-0.1139, -0.1290, 0.0685], [0.0011, 0.0164, 0.0147], [0.1294, -0.0688, -0.1564], [0.0041, -0.0244, 0.0043], [-0.0422, 0.0752, -0.0942], [0.0185, -0.0584, -0.0119], [0.0247, -0.0030, 0.0049], [0.0789, -0.0574, 0.0683], [0.0017, -0.0084, -0.0141], [0.0076, 0.0027, -0.0010], [0.0244, -0.0603, 0.0806], [-0.1218, -0.1178, 0.0154], [-0.0025, 0.0005, 0.0012], [-0.0109, 0.0916, 0.0023], [0.0463, 0.0673, -0.2332], [0.0014, -0.0643, 0.0080], [-0.0005, -0.0035, -0.0131], [0.0015, 0.0396, 0.0104], [-0.0580, 0.0353, 0.0396], [-0.0705, -0.0421, -0.2816], [-0.0075, -0.0065, 0.0076], [0.0109, 0.0304, 0.0045], [-0.0261, -0.0472, 0.0075], [-0.0217, 0.1108, 0.0067], [-0.0121, 0.0545, -0.0031], [0.0601, -0.0976, -0.0671], [0.0688, 0.1250, 0.0448], [-0.0494, -0.0731, 0.0459], [-0.0557, -0.0242, -0.1882], [-0.6579, -0.0640, -0.2701], [0.1317, 0.0037, 0.0016], [0.0068, 0.0093, -0.0105], [0.0127, 0.0738, 0.0160], [0.0690, 0.1449, 0.0368], [0.0879, -0.1085, 0.2020], [-0.0499, -0.1171, -0.0571], [0.0774, 0.0840, -0.0285], [-0.0253, 0.0000, 0.0098], [-0.0203, -0.0634, -0.0055], [0.2578, 0.1616, -0.1023], [-0.0828, 0.0088, 0.0282], [0.0052, 0.0248, -0.0110], [-0.0065, 0.0003, 0.0126], [-0.0118, -0.0677, -0.0059], [-0.0083, 0.0071, -0.0029], [0.0612, 0.1505, 0.0202], [-0.0455, -0.0252, -0.0531], [0.0059, -0.0284, 0.0244], [0.0029, 0.0019, -0.0253], [0.0071, 0.0057, 0.0267], [0.0083, 0.0083, -0.1008], [-0.0701, -0.1673, -0.2187], [0.0145, -0.0661, -0.0072], [0.0234, 0.0029, 0.0206], [0.0106, -0.0089, -0.0182], [0.0225, 0.0111, -0.0764], [-0.0063, -0.0190, 0.0048], [-0.0087, 0.0081, -0.0039], [0.1581, 0.2000, 0.1545]],
  "lumo_ev": 1.63,
  "multiplicity": 1,
  "total_energy_ha": -5822.096571,
  "total_charge": -1,
  "gap_ev": 6.03,
  "relative_energy_kcal_mol": 9.5,
  "homo_energy_ev": -4.4
}

=====

Record 2
{
  "formula": "C45H51CrN3O4P",
  "method": "wB97M-V/def2-TZVPD",
  "elements": ["H", "H", "H", "H", "O", "C", "H", "C", "C", "C", "C", "C", "C", "H", "C", "C", "H", "C", "H", "H", "C", "C", "C", "H", "H", "C", "C", "H", "H", "H", "H", "C", "H", "H", "H", "C", "H", "H", "H", "C", "C", "H", "C", "H", "Cr", "C", "H", "H", "C", "C", "C", "C", "H", "C", "H", "H", "C", "N", "C", "H", "H", "C", "H", "H", "N", "O", "O", "H", "H", "N", "C", "H", "H", "H", "H", "C", "O", "C", "H", "C", "C", "H", "P", "H", "H", "H", "C", "C", "H", "C", "H", "C", "H", "C", "H", "C", "C", "H", "H", "C", "H", "H", "C", "C", "C"],
  "coordinates": [[-6.2728, -2.2608, -1.0936], [-0.7570, -7.6844, -0.4349], [-5.6529, 0.9302, 1.1270], [-4.6411, -0.6613, 2.5830], [0.9656, -6.0230, -4.1959], [-5.3728, -1.6545, -1.1050], [0.7298, -4.8666, 2.5213], [-3.1309, 0.0625, -1.7467], [-0.1302, -3.0916, -0.9579], [-0.6577, 2.8492, -2.0244], [-0.0589, -5.0263, -4.3072], [-1.5699, -5.1240, 0.8472], [-2.7304, 4.4098, -0.0837], [0.5630, -7.7394, 0.7396], [-1.7454, 3.4510, 0.6143], [-3.1698, 0.9060, -4.0708], [3.5572, 0.8919, 0.2766], [2.3914, -3.3962, -0.3863], [-0.0025, -4.6487, -5.3302], [-3.2341, 3.9630, -0.9416], [-3.0338, -1.3621, -1.3328], [-4.5135, 0.7234, -1.5145], [0.9601, -3.7092, 0.0766], [-7.5479, -0.3291, -0.1037], [-1.1102, -4.8593, -1.8753], [0.1450, -3.9305, -3.2992], [0.1854, 1.9226, -2.8957], [0.7816, -4.7966, 5.1591], [2.5489, -3.8159, -1.3807], [2.5848, -2.3276, -0.4384], [-4.0959, 2.3817, 0.0107], [0.3731, -1.7790, 3.8523], [-4.7723, 2.3206, -4.5648], [-2.2710, -1.0264, 2.5080], [1.6499, -5.8028, -0.1424], [0.9770, -1.7745, -2.6995], [-0.0840, -3.4331, 5.8926], [0.5161, -0.0109, 2.6285], [-0.2644, 4.8219, -1.0814], [-3.2916, -3.5121, 1.3902], [-1.9900, -0.3066, 0.4383], [-3.5026, 4.7505, 0.6099], [0.7540, -3.0480, 1.4341], [-1.1193, -7.6580, 1.2857], [-0.0723, -0.4354, -0.2019], [0.8038, -5.1922, 0.1586], [-0.3494, 1.0580, -3.2639], [-3.8942, -4.4208, 1.4346], [-0.4144, -4.0546, -2.0824], [-0.4149, -7.3014, 0.5310], [-5.4925, -0.2120, -0.7329], [-2.5752, 0.1735, -3.1285], [-0.8200, 4.0099, 0.7872], [0.5313, -1.0955, 2.6598], [1.1531, -6.0921, -3.2516], [-2.3140, -5.7615, 1.3160], [-6.9444, 0.2348, -0.8192], [0.3738, -1.8264, -1.4984], [0.3990, -3.1667, 3.8133], [-7.0578, 1.2961, -0.5886], [0.5381, 4.5407, -2.6183], [-5.0151, 1.5790, -2.6163], [-1.3470, 2.4718, 2.5017], [1.4779, -2.7001, -4.5571], [-1.9668, -1.5164, -0.4420], [3.1785, 0.2880, -1.6166], [1.6242, 0.5338, -0.0076], [-1.5375, 3.2064, -2.5704], [0.1955, -1.2395, 4.7738], [0.6558, -1.7098, 1.4817], [-2.7639, -0.5410, 1.6729], [-7.3507, 0.0610, -1.8180], [-1.0417, -5.4909, -4.1605], [-4.0397, -3.2890, -1.4567], [-1.7127, -0.4482, -3.3461], [-0.3605, -5.7907, 0.5035], [-1.2463, -4.6476, 4.7526], [0.9573, -2.7851, -3.6142], [0.5391, 2.4842, -3.7655], [0.2274, 4.0609, -1.6881], [0.6596, -3.7911, 2.6047], [-5.9219, 2.1491, -2.4454], [-1.1255, 2.0476, -0.4175], [-2.7699, 0.9255, -5.0774], [-1.3237, -4.8301, 3.8033], [-3.0434, -3.2381, 2.4201], [-2.5317, 0.8048, -0.4888], [-2.0194, -3.7945, 0.6113], [-3.0102, 2.2786, 1.9889], [2.8172, 0.5507, -0.4820], [-2.2071, 5.2939, -0.4516], [-3.9790, 1.3266, -0.2049], [-2.4691, 3.8366, 2.6125], [-2.1765, 2.9773, 2.0040], [1.1284, 3.7290, -1.1658], [-4.3791, 1.6766, -3.7865], [0.0148, -4.0308, 4.9844], [1.0689, 1.5777, -2.3538], [1.4884, -0.8409, -2.9004], [-1.4105, -2.8244, -0.1551], [3.1072, -3.8567, 0.2997], [-3.9020, -2.7178, 0.9839], [-4.8444, 0.3783, 0.6389], [-4.1711, -2.2171, -1.3599], [-4.0865, -0.3377, 1.7069]],
  "forces_ev_per_a": [[-0.0145, -0.0177, -0.0194], [-0.0236, -0.0104, 0.0089], [0.0157, -0.0070, -0.0046], [-0.0013, 0.0084, 0.0055], [0.0115, -0.0068, -0.0019], [0.0754, -0.0898, 0.0013], [0.0068, -0.0139, 0.0413], [0.0411, 0.0572, -0.0047], [-0.0380, -0.0956, -0.0497], [-0.1634, 0.4145, 0.0627], [-0.0289, 0.0098, 0.0191], [0.0007, 0.0697, -0.0196], [-0.0458, -0.0105, -0.0267], [0.0087, 0.0143, -0.0294], [0.1891, 0.1038, 0.0924], [0.1184, -0.0961, 0.0485], [0.0142, -0.0533, -0.1216], [-0.0394, -0.0091, -0.0289], [-0.0043, 0.0073, 0.0176], [0.0122, 0.0088, 0.0090], [0.0221, -0.1287, 0.0137], [0.0021, -0.0002, -0.0523], [0.0294, -0.0542, 0.0198], [0.0001, -0.0046, 0.0105], [-0.0043, -0.0256, 0.0314], [-0.0614, -0.0518, 0.0127], [0.1385, 0.0722, -0.0245], [-0.0093, 0.0376, -0.0225], [-0.0104, -0.0022, -0.0271], [0.0006, 0.0363, 0.0177], [0.0191, -0.0167, 0.0342], [0.0090, 0.0108, -0.0811], [-0.0067, 0.0083, 0.0077], [0.0036, -0.0110, -0.0071], [-0.0031, -0.0014, -0.0118], [0.0172, -0.0737, -0.1196], [-0.0029, -0.0219, -0.0067], [-0.0035, 0.0063, -0.0118], [0.0228, -0.0662, -0.0623], [-0.0416, -0.0386, -0.0298], [0.1207, 0.0056, 0.2634], [0.0041, -0.0092, 0.0217], [0.0410, 0.0313, -0.0025], [0.0075, 0.0047, 0.0232], [0.1708, 0.5818, 0.1443], [-0.0014, -0.0455, -0.0255], [-0.0496, -0.0881, 0.0343], [-0.0120, -0.0090, -0.0088], [0.0303, -0.0414, -0.0021], [0.0121, -0.0507, 0.0030], [-0.0221, 0.0465, 0.0146], [0.0721, 0.0332, -0.1446], [-0.0326, -0.0209, -0.0255], [-0.0123, -0.0616, 0.1201], [0.0033, -0.0053, -0.0055], [-0.0250, -0.0038, 0.0071], [-0.0336, 0.0038, -0.0120], [-0.0390, 0.1275, 0.0145], [0.0053, -0.0555, 0.0424], [0.0007, 0.0088, 0.0146], [0.0594, -0.0262, -0.0095], [-0.0044, 0.0539, -0.1113], [-0.0067, -0.0202, 0.0087], [-0.0055, 0.0257, -0.0132], [-0.0775, 0.0126, -0.1183], [-0.0041, 0.0418, 0.0929], [-0.0620, -0.2266, 0.0871], [-0.0321, -0.1257, -0.0075], [-0.0008, 0.0012, 0.0143], [-0.2003, 0.1016, 0.0172], [-0.2895, 0.0516, -0.0238], [0.0194, -0.0082, -0.0102], [0.0224, 0.0229, 0.0003], [-0.0252, -0.0219, 0.0075], [0.0214, 0.0141, -0.0289], [0.0474, -0.0249, -0.0425], [-0.0373, 0.0234, 0.0112], [0.0857, 0.0932, 0.0620], [-0.0283, -0.0206, -0.0339], [-0.0130, 0.0709, 0.0047], [0.0153, 0.1073, -0.0293], [-0.0081, -0.0008, 0.0041], [0.4228, -1.0241, -0.3994], [0.0143, -0.0109, 0.0029], [0.0045, -0.0190, -0.0022], [-0.0096, -0.0247, -0.0001], [-0.4192, 0.3703, 0.1881], [0.0105, -0.0225, 0.1050], [-0.0574, -0.0025, -0.0421], [0.1462, 0.1290, -0.0336], [-0.0715, -0.0048, 0.0121], [0.0165, 0.0287, 0.0414], [0.0266, 0.0092, 0.0055], [-0.0434, -0.0147, -0.0064], [0.0036, 0.0256, 0.0190], [-0.1173, 0.0279, 0.0840], [0.0534, 0.0113, -0.0176], [-0.0327, -0.0196, 0.0021], [0.0381, 0.0185, -0.0540], [-0.0460, -0.0595, -0.0463], [-0.0014, 0.0011, 0.0096], [0.0258, -0.0423, -0.0294], [-0.0938, 0.0995, -0.0104], [-0.0344, 0.0471, 0.0635], [0.1917, -0.0792, 0.0594]],
  "lumo_ev": [2.25, 2.10],
  "multiplicity": 5,
  "total_energy_ha": -3596.249380,
  "total_charge": -1,
  "gap_ev": [5.34, 5.19],
  "relative_energy_kcal_mol": 192.2,
  "homo_energy_ev": [-3.1, -3.1]
}